Formula: C2H4FNO2S
Source: the OMol25 dataset
Level of theory: ωB97M-V with the def2-TZVPD basis set

The geometry in XYZ format:
```
11
Properties=species:S:1:pos:R:3:forces:R:3
C -1.028936 1.590136 -0.973501 4.3 -7.8 0.2
C -0.335141 0.269609 -0.890280 -2.7 6.9 2.7
N 1.140702 -1.533725 0.551465 -0.5 1.1 -1.3
O 0.656523 0.762092 1.622147 -0.5 -0.2 -0.7
O -1.038452 -1.056106 1.250279 -1.2 0.3 1.0
F -1.276619 2.131942 -2.125418 -0.5 0.5 -0.4
S 0.083864 -0.291794 0.828785 0.3 -0.8 -1.8
H -1.322666 1.991009 -0.056626 -0.7 1.5 0.9
H -0.037915 -0.232476 -1.737466 0.7 -1.3 -1.5
H 2.078947 -1.376502 0.321407 1.4 0.9 -0.4
H 1.079693 -2.254185 1.209208 -0.7 -1.1 1.1
```
Forces are in eV/Å.

The net charge is 0. The LUMO energy is 0.4 eV. The calculated total energy is -21273.973 eV. As for the SMILES: NS(=O)(=O)/C=C/F. For the max |F|, the calculation gives 8.9 eV/Å.

Formula: C53H52HgN2P2SSb
Source: the OMol25 dataset
Level of theory: ωB97M-V with the def2-TZVPD basis set

The geometry in XYZ format:
```
112
Properties=species:S:1:pos:R:3:forces:R:3
Hg -2.058026 0.223533 -1.345503 -0.1 0.0 -0.1
C 0.437865 3.751506 -2.809563 0.0 0.0 -0.1
P 1.038667 2.012975 -2.410085 0.1 -0.1 0.1
C 2.821635 2.300567 -2.118736 0.0 0.0 0.0
C 3.482149 1.374487 -1.313155 0.0 0.0 -0.1
C 4.845034 1.488997 -1.078983 0.0 0.0 0.0
C 5.559641 2.542882 -1.629467 0.0 0.0 0.0
C 4.908989 3.480594 -2.419131 0.0 0.0 0.0
C 3.550589 3.354832 -2.665584 0.0 0.0 0.0
C 1.069676 1.308219 -4.106769 0.0 0.0 0.1
C 2.229201 1.040334 -4.828136 0.0 0.0 0.0
C 2.160354 0.436857 -6.076951 0.0 0.0 0.0
C 0.931460 0.101169 -6.626162 0.0 0.0 0.0
C -0.230764 0.362101 -5.913222 0.0 0.0 0.0
C -0.159544 0.949423 -4.659841 0.0 0.0 0.0
C -0.986655 3.845384 -2.425960 0.0 0.0 0.0
C -2.143135 3.789670 -3.288237 -0.1 0.0 0.0
C -3.220646 3.821595 -2.458145 0.1 0.0 0.0
C -2.677706 3.895726 -1.111772 -0.1 0.0 -0.1
C -3.446039 3.921800 0.155907 0.0 0.0 0.0
P -2.931100 2.526282 1.307520 0.1 0.0 0.0
C -1.957476 3.436596 2.566386 0.0 0.0 0.0
C -0.911742 4.264141 2.156756 0.0 0.0 -0.1
C -0.084170 4.867093 3.091771 0.0 0.0 0.0
C -0.280753 4.652480 4.448418 0.0 0.0 0.0
C -1.314776 3.826213 4.864649 0.0 0.0 0.0
C -2.142448 3.219634 3.931386 0.0 0.0 0.0
C -4.528374 2.268941 2.166834 0.0 0.0 0.0
C -5.203402 3.255716 2.882058 0.0 0.1 0.0
C -6.437823 2.994537 3.454256 0.0 0.0 0.0
C -7.015250 1.738170 3.318224 0.0 0.0 0.0
C -6.353029 0.748033 2.608820 -0.1 0.0 0.0
C -5.116647 1.013944 2.038012 0.0 0.0 0.0
N -1.343710 3.910110 -1.129010 0.1 0.1 0.0
H 1.015604 4.441182 -2.190233 0.0 -0.1 0.0
H 0.594136 3.982294 -3.863609 0.0 0.0 0.0
H 2.927606 0.554210 -0.874961 0.0 -0.1 0.0
H 5.340238 0.755614 -0.456471 0.0 0.0 0.0
H 6.620696 2.639578 -1.437588 0.0 0.0 0.0
H 5.460652 4.305932 -2.850552 0.0 0.0 0.0
H 3.059763 4.083512 -3.299515 0.0 0.0 0.0
H 3.196432 1.290043 -4.410821 0.0 0.0 0.0
H 3.072427 0.234754 -6.624756 0.0 0.0 0.0
H 0.879337 -0.361663 -7.603108 0.0 0.0 0.0
H -1.195017 0.094668 -6.325975 0.0 0.0 0.0
H -1.071046 1.108312 -4.092508 0.0 0.0 0.0
H -2.124964 3.728421 -4.364129 0.0 0.0 0.0
H -4.266829 3.790849 -2.714165 0.0 0.0 0.0
H -3.304192 4.879655 0.665599 0.0 0.0 0.0
H -4.511633 3.800639 -0.044478 0.0 0.0 0.0
H -0.734932 4.418935 1.098516 0.0 0.0 0.0
H 0.722393 5.505968 2.755440 0.0 0.0 0.0
H 0.367292 5.123715 5.175454 0.0 0.0 0.0
H -1.480909 3.651050 5.920277 0.0 0.0 0.0
H -2.936834 2.566923 4.270418 0.0 0.0 0.0
H -4.754852 4.235427 3.005792 0.0 0.0 0.0
H -6.950360 3.770669 4.007627 0.0 0.0 0.0
H -7.978602 1.533350 3.766586 0.0 0.0 0.0
H -6.795968 -0.233416 2.502015 0.0 0.0 0.0
H -4.594504 0.238607 1.489270 0.0 0.0 0.0
C 2.732314 -4.143536 -3.761870 0.0 0.0 0.0
C 2.420291 -2.727361 -4.246748 -0.1 0.0 0.0
C 1.802402 -1.944320 -3.180921 0.1 0.1 -0.1
N 1.335113 -1.356577 -2.314571 0.0 0.1 0.1
H 3.184444 -4.719830 -4.568063 0.0 0.0 0.0
H 1.822637 -4.648646 -3.436669 0.0 0.0 0.0
H 3.424971 -4.116178 -2.921534 0.0 0.0 0.0
H 1.731369 -2.737318 -5.094574 0.0 0.0 0.0
H 3.320373 -2.201087 -4.571494 0.0 0.0 0.0
C -2.312417 -0.832932 4.769600 0.1 -0.1 0.0
S -1.895787 -0.201547 3.137768 -0.1 0.0 0.0
C -0.200294 0.306325 3.439652 0.0 0.1 0.0
H -1.731931 -1.724629 5.007891 0.0 0.0 0.0
H -3.368968 -1.094378 4.755574 0.0 0.0 0.0
H -2.152043 -0.070574 5.532200 0.0 0.0 0.0
H -0.153767 1.025593 4.257501 0.0 0.0 0.0
H 0.148886 0.803865 2.534935 0.0 0.0 0.0
H 0.438115 -0.550858 3.655920 0.0 0.0 0.0
C -0.668819 -4.610121 4.762492 0.0 0.0 0.0
C -1.644888 -4.477396 3.781941 0.0 0.0 0.0
C -1.363777 -3.791253 2.611838 0.0 0.0 0.0
C -0.105106 -3.233607 2.392103 0.1 0.0 0.0
C 0.862515 -3.373430 3.380049 0.0 0.0 0.0
C 0.584278 -4.055965 4.560187 0.0 0.0 0.0
Sb 0.222737 -2.113543 0.580801 -0.1 0.0 0.0
C -0.022161 -3.856831 -0.657635 0.0 0.0 0.1
C -0.659433 -3.735302 -1.889348 -0.1 0.1 0.0
C -0.853113 -4.842451 -2.703458 0.0 0.0 0.0
C -0.405879 -6.091394 -2.296524 0.0 0.0 0.0
C 0.220740 -6.228789 -1.066144 0.0 0.0 0.0
C 0.400976 -5.119902 -0.250687 0.0 0.0 0.1
C 2.361976 -2.131853 0.758183 0.0 0.0 0.0
C 2.949796 -1.076927 1.450557 0.0 0.0 0.1
C 4.325093 -1.018907 1.635797 0.0 0.0 0.0
C 5.136353 -2.009825 1.105102 0.0 0.0 0.0
C 4.564267 -3.056737 0.395822 0.0 0.0 0.0
C 3.188172 -3.118961 0.230460 0.0 0.0 0.0
H -0.887067 -5.144686 5.678024 0.0 0.0 0.0
H -2.626298 -4.909163 3.932661 0.0 0.0 0.0
H -2.140067 -3.693450 1.860251 0.0 0.0 0.0
H 1.852553 -2.956811 3.232204 0.0 0.0 0.0
H 1.352519 -4.159208 5.316293 0.0 0.0 0.0
H -1.006789 -2.764137 -2.223243 0.0 0.0 0.0
H -1.360014 -4.729596 -3.653701 0.0 0.0 0.0
H -0.554627 -6.956207 -2.929770 0.0 0.0 0.0
H 0.559206 -7.201990 -0.733595 0.0 0.0 0.0
H 0.868933 -5.246536 0.719557 0.0 0.0 0.0
H 2.334047 -0.281369 1.857491 0.0 0.0 0.0
H 4.759379 -0.194402 2.186914 0.0 0.0 0.0
H 6.209512 -1.965506 1.239188 0.0 0.0 0.0
H 5.192306 -3.833926 -0.021766 0.0 0.0 0.0
H 2.758989 -3.949604 -0.317352 0.0 0.0 0.0
```
Forces are in eV/Å.

The net charge is 0. The LUMO energy (alpha / beta) is 0.6 / -1.3 eV. The calculated total energy is -98909.276 eV. As for the spin multiplicity: 2. For the max |F|, the calculation gives 0.2 eV/Å.

Formula: CH6N4
Source: the OMol25 dataset
Level of theory: ωB97M-V with the def2-TZVPD basis set

The geometry in XYZ format:
```
11
Properties=species:S:1:pos:R:3:forces:R:3
C 0.116314 0.622205 -0.093369 2.3 -1.3 1.2
H -2.898601 -0.473377 0.498934 0.6 -0.1 -0.6
H -1.860511 -1.122470 -0.767734 -1.0 -0.2 0.6
H -1.789207 1.436912 -0.262286 1.7 -2.6 0.5
H 0.650967 1.607773 0.029861 -1.3 -0.5 -0.5
H 2.569690 0.456540 0.802976 -0.6 -0.8 -0.7
H 2.872459 -1.073785 0.059108 -2.1 2.8 -0.2
N -1.961279 -0.626038 0.123422 0.6 -1.4 -0.5
N -1.234661 0.524579 0.008391 -1.8 5.3 -0.4
N 0.865750 -0.432443 -0.078783 0.6 0.8 0.0
N 2.295521 -0.118216 -0.024550 1.1 -2.1 0.4
```
Forces are in eV/Å.

The net charge is 0. The LUMO energy is 1.0 eV. The calculated total energy is -7091.699 eV. As for the SMILES: N/N=C/NN. For the max |F|, the calculation gives 5.6 eV/Å.

Formula: C39H72O39
Source: the OMol25 dataset
Level of theory: ωB97M-V with the def2-TZVPD basis set

The geometry in XYZ format:
```
150
Properties=species:S:1:pos:R:3:forces:R:3
C 4.858072 0.364872 2.869464 0.3 0.4 1.8
C 4.468877 0.088461 4.316987 -2.3 -0.3 -0.7
O 4.238188 -1.334347 4.280833 0.9 -0.1 0.0
C 5.028730 -1.853179 3.283940 -0.7 0.2 1.0
O 5.224959 -3.015020 3.141902 0.1 0.1 -0.3
O 5.503504 -0.850378 2.528773 0.8 -0.2 -0.8
H 5.521301 1.222874 2.971802 0.2 -0.1 -1.2
H 3.988318 0.491103 2.229991 0.2 0.3 0.0
H 3.479570 0.518842 4.482211 0.2 0.2 0.4
H 5.158972 0.406438 5.094061 0.3 -0.3 -0.1
C -4.516125 -1.931633 3.866036 0.2 2.0 0.4
C -4.765071 -1.696146 5.374979 -0.2 -1.1 -0.6
O -6.123592 -2.129604 5.521689 0.1 -0.5 0.2
C -6.646617 -2.480444 4.313024 -0.5 0.4 1.2
O -7.703217 -2.996935 4.170861 -0.1 0.0 -0.1
O -5.829898 -2.075832 3.349772 0.6 -0.6 -1.2
H -3.844247 -2.740241 3.593009 -0.3 -0.3 0.2
H -4.108651 -1.004146 3.464804 0.1 -0.2 -0.3
H -4.702154 -0.661972 5.700992 0.2 0.0 -0.1
H -4.108185 -2.358532 5.935135 -0.1 0.3 0.4
C 4.051288 1.453230 -3.385605 1.1 0.3 0.9
C 4.771339 0.154198 -3.724850 0.0 -0.5 0.5
O 4.970001 0.225719 -5.125053 -0.1 -0.1 -0.3
C 4.567871 1.434182 -5.594380 -0.3 -0.6 -0.3
O 4.637118 1.760976 -6.733419 0.2 0.1 0.0
O 4.038670 2.168315 -4.611818 -0.6 0.3 0.3
H 4.633543 2.039783 -2.671693 -0.1 0.1 0.0
H 3.085318 1.259415 -2.921576 -0.4 0.3 -0.7
H 4.136114 -0.679458 -3.417765 0.1 -0.2 -0.5
H 5.749751 -0.007788 -3.269556 -0.1 0.3 0.2
C 3.963570 3.433475 6.248162 0.6 0.4 1.3
O 2.755255 3.346716 5.527301 -0.7 -0.3 0.0
C 2.810576 3.194053 4.209404 1.7 0.8 0.0
O 3.852728 3.219337 3.589849 -0.3 -0.5 -0.4
O 1.606675 3.098193 3.724468 -1.8 0.1 0.3
C 1.452055 2.693561 2.373707 1.8 -0.6 -0.9
H 4.874719 3.175688 5.717271 -0.3 -0.1 -0.4
H 3.864282 2.814146 7.141130 -0.1 -0.3 -0.2
H 4.089590 4.439514 6.655401 -0.1 0.1 -0.4
H 2.176824 3.229881 1.756778 -0.1 0.1 0.0
H 0.475912 2.804331 1.920929 -0.3 0.3 0.9
H 1.749941 1.644321 2.327692 -0.3 -0.1 -0.1
C -1.894699 1.244272 4.297962 -0.7 0.9 -0.3
O -0.631060 0.765231 3.846471 -0.3 0.2 0.1
C -0.555457 -0.549375 3.731432 0.7 -0.9 0.6
O -1.463810 -1.332597 3.759588 -0.9 -0.1 -0.2
O 0.717323 -0.900138 3.675832 1.3 0.9 -0.2
C 1.023710 -2.262647 3.416746 -1.1 -1.3 0.6
H -2.135937 0.955881 5.319842 0.4 -0.1 0.1
H -2.740176 0.952227 3.672443 0.3 -0.3 -0.2
H -1.833484 2.328192 4.223674 0.1 0.0 0.2
H 0.789874 -2.888099 4.286980 -0.3 0.3 0.1
H 2.083360 -2.454427 3.280174 0.0 0.8 -0.6
H 0.353501 -2.591745 2.622778 0.5 -0.2 -0.3
C -1.177030 0.724316 -2.911554 -1.1 0.5 0.3
O 0.134431 0.281296 -3.224792 -0.1 -0.1 0.5
C 0.233293 -0.582185 -4.228150 0.7 0.7 -1.5
O -0.619205 -0.862153 -5.025387 0.0 -0.4 0.6
O 1.539777 -0.909165 -4.320308 0.0 -0.3 0.8
C 1.920575 -1.780160 -5.366704 0.5 -0.9 -0.9
H -1.777277 -0.052129 -2.435089 0.2 -0.2 0.0
H -1.779999 1.083527 -3.745552 0.5 -0.2 -0.4
H -1.086925 1.569346 -2.232353 0.3 -0.2 0.1
H 2.260122 -1.220164 -6.239137 -0.5 0.2 -0.1
H 1.150596 -2.508897 -5.614761 -0.3 0.4 -0.1
H 2.788392 -2.395645 -5.116749 0.0 0.4 0.8
C 4.884998 6.687642 -4.299736 0.0 1.4 -0.8
O 4.206576 5.534993 -3.868842 -0.1 -1.0 0.1
C 3.280145 5.690080 -2.918594 0.6 1.7 0.2
O 3.014422 6.749064 -2.402596 -0.1 -0.1 0.1
O 2.757399 4.531316 -2.622579 -0.5 -1.7 -0.4
C 2.017257 4.363209 -1.410461 0.6 0.9 0.5
H 5.781792 6.427287 -4.856804 0.0 -0.5 0.3
H 5.131191 7.386434 -3.501119 0.0 -0.3 0.2
H 4.280356 7.250413 -5.017930 -0.2 -0.1 0.2
H 2.727227 3.944520 -0.699197 -0.2 -0.2 0.2
H 1.157975 3.712732 -1.530015 0.1 -0.1 -0.4
H 1.715357 5.341361 -1.038293 -0.2 0.0 0.0
C -3.645543 -3.671878 0.359920 1.0 -0.1 0.7
O -4.276782 -4.039043 -0.850407 -0.3 0.0 0.1
C -4.121196 -3.266846 -1.925643 0.8 0.2 -0.1
O -3.312470 -2.381640 -2.067372 -0.2 0.3 0.2
O -4.968065 -3.689151 -2.839714 -0.9 -0.3 0.3
C -5.046652 -3.021938 -4.086290 0.5 -1.1 -1.3
H -4.369082 -3.331187 1.099092 -0.2 0.1 -0.2
H -2.839103 -2.946419 0.258095 -0.3 0.3 -0.5
H -3.127429 -4.536855 0.777305 -0.3 -0.3 -0.2
H -4.148489 -3.269799 -4.660107 0.3 0.9 0.3
H -5.293145 -1.967163 -4.032821 0.3 0.1 0.2
H -5.776498 -3.566770 -4.687957 -0.5 0.2 0.5
C 7.329092 -2.631630 0.283893 -0.2 -0.3 -1.5
O 6.685495 -3.915561 0.264598 0.7 -0.3 0.2
C 5.371445 -3.959368 0.147517 -0.6 0.2 1.4
O 4.637229 -3.028613 -0.071958 0.1 0.3 -0.4
O 4.965265 -5.184342 0.481099 0.5 -0.4 -0.2
C 3.660667 -5.308801 1.026977 -1.3 0.3 -0.8
H 7.448671 -2.359138 -0.766881 -0.1 0.5 0.1
H 8.338399 -2.754384 0.661814 -0.2 -0.2 0.4
H 6.733904 -1.899543 0.810991 0.0 0.0 0.2
H 2.891008 -4.869926 0.386010 0.3 0.4 0.0
H 3.605595 -4.840119 2.007189 0.2 -0.2 0.1
H 3.363821 -6.354471 1.013821 0.6 -0.1 0.4
C -0.116408 -3.213102 -1.330136 1.1 0.4 0.0
O -0.664636 -4.388248 -1.897134 -0.8 0.0 0.2
C -0.157906 -5.572733 -1.566047 1.2 -0.2 -0.9
O 0.788145 -5.810087 -0.857978 -0.3 0.4 0.5
O -0.764390 -6.469900 -2.334796 -0.6 -0.1 0.2
C -0.299749 -7.817410 -2.382380 0.6 0.0 0.0
H -0.742770 -2.350697 -1.537719 -0.6 -0.5 -0.1
H 0.831107 -2.979839 -1.825977 0.2 -0.3 0.2
H 0.055241 -3.295836 -0.259625 -0.1 -0.1 0.0
H 0.721195 -7.967404 -2.029442 0.1 0.6 0.0
H -0.323302 -8.029345 -3.446980 -0.2 -0.5 0.1
H -0.908652 -8.476458 -1.768098 -0.4 0.1 -0.3
C 2.710048 -0.362197 -0.038415 0.6 0.0 -1.0
O 1.458037 -0.969840 0.291155 0.8 0.6 0.0
C 0.428361 -0.131793 0.211640 -0.2 -0.9 1.0
O 0.449725 1.055962 0.049057 -0.2 0.2 -0.3
O -0.624741 -0.913525 0.478670 -0.3 0.3 0.5
C -1.913740 -0.345127 0.515757 -1.5 0.8 -0.2
H 3.553887 -0.904443 0.381025 -0.4 -0.3 0.3
H 2.747409 0.692683 0.229679 -0.2 -0.1 0.1
H 2.817090 -0.454332 -1.122277 0.1 0.2 0.0
H -2.570370 -0.803443 1.256129 0.5 -0.8 0.0
H -2.371919 -0.464131 -0.465679 -0.1 0.0 0.1
H -1.998433 0.700207 0.820945 0.8 0.1 -0.3
C -6.180366 5.316224 1.046937 -0.8 0.0 0.7
O -5.219815 4.385433 0.584229 -0.6 -0.3 -0.8
C -3.991786 4.370013 1.056334 0.3 0.6 0.3
O -3.560212 5.048480 1.948783 0.2 0.1 0.2
O -3.314676 3.479644 0.344085 -0.2 -0.1 -0.7
C -1.896685 3.412302 0.451520 -0.3 -0.7 -0.4
H -5.797929 6.308906 1.270957 0.4 -0.1 -0.1
H -6.683393 4.934179 1.937073 0.3 0.0 0.2
H -6.970148 5.376582 0.301987 0.3 0.0 -0.3
H -1.637293 2.680132 -0.312444 0.1 -0.2 0.3
H -1.682733 3.018092 1.443143 0.6 0.4 0.0
H -1.372199 4.315614 0.142506 -0.3 0.3 0.6
C -7.780419 3.976037 -3.413466 -0.1 0.5 0.8
O -7.611457 3.087037 -2.304322 -0.2 -0.4 -0.2
C -6.576565 2.267048 -2.257301 1.6 -0.5 0.0
O -5.618885 2.184752 -2.994048 -0.8 0.4 -0.3
O -6.697988 1.520042 -1.164762 -0.9 0.2 0.6
C -5.838605 0.422193 -0.991832 0.3 -1.4 -0.5
H -8.545251 4.633433 -2.997923 0.1 0.3 -0.5
H -8.174061 3.504751 -4.311838 0.2 -0.3 0.1
H -6.855436 4.518278 -3.601643 -0.1 -0.1 -0.2
H -4.783297 0.659495 -0.865134 -0.1 0.4 0.2
H -5.876074 -0.276886 -1.834462 -0.1 0.4 -0.3
H -6.234613 -0.175874 -0.172819 0.1 0.4 0.3
```
Forces are in eV/Å.

The net charge is 0. The LUMO energy is 0.2 eV. The calculated total energy is -121461.819 eV. For the max |F|, the calculation gives 2.4 eV/Å.

Q: Number 1 is which compound?
A: C2H4FNO2S

Q: net charge of number 2 (C53H52HgN2P2SSb)?
A: 0

Q: Among the records above, which one has the highest calculated total energy?
A: CH6N4